The following is a DFT calculation (ωB97M-V/def2-TZVPD) of a structure of composition C33H32CrN4O7 at a distorted geometry.

Structure (XYZ):
```
77
Properties=species:S:1:pos:R:3:forces:R:3
Cr 0.450 0.424 0.775 0.03 0.42 0.92
C 0.389 -3.706 2.378 -0.03 0.02 0.02
C -0.964 -3.300 1.867 0.06 -0.05 -0.04
C -1.856 -4.276 1.434 -0.02 0.01 -0.01
C -3.069 -3.940 0.855 0.06 0.05 0.03
C -3.388 -2.602 0.688 0.04 0.01 0.00
C -2.523 -1.599 1.116 -0.05 0.03 0.02
C -2.884 -0.157 0.886 -0.05 -0.07 -0.02
C -1.317 -1.949 1.739 0.04 0.18 0.02
N -0.394 -0.929 2.103 0.01 -0.10 -0.06
C 0.095 -0.874 3.352 0.17 0.31 0.00
O -0.301 -1.395 4.390 -0.05 -0.21 -0.04
C 1.368 -0.029 3.409 -0.20 -0.20 0.03
C 2.183 0.107 4.515 -0.02 0.01 0.09
C 3.363 0.825 4.370 0.10 0.05 0.05
C 3.710 1.385 3.144 0.04 0.04 0.05
C 2.841 1.216 2.085 0.10 0.14 -0.28
N 1.724 0.526 2.261 -0.11 -0.17 -0.25
C 3.070 1.700 0.650 -0.12 -0.02 0.30
O 4.127 2.262 0.373 0.05 -0.01 -0.10
N 2.026 1.389 -0.124 0.10 -0.11 -0.07
C 2.089 1.552 -1.537 -0.12 0.14 0.24
C 1.408 2.618 -2.132 -0.02 0.06 0.00
C 0.778 3.683 -1.275 0.03 0.02 -0.03
C 1.340 2.678 -3.522 0.02 0.00 0.03
C 1.940 1.704 -4.305 0.02 -0.02 0.04
C 2.630 0.665 -3.698 -0.01 0.03 -0.01
C 2.717 0.577 -2.312 0.02 -0.12 -0.05
C 3.440 -0.563 -1.652 0.04 -0.03 0.00
H 0.581 -4.754 2.144 -0.01 0.02 0.01
H 0.467 -3.565 3.458 0.00 0.02 0.01
H 1.168 -3.107 1.899 -0.02 0.00 0.00
H -1.573 -5.319 1.533 0.00 0.02 -0.01
H -3.750 -4.713 0.518 0.01 0.01 0.00
H -4.322 -2.319 0.213 0.02 -0.01 0.01
H -3.929 -0.072 0.582 0.01 0.00 0.01
H -2.280 0.289 0.091 0.03 -0.01 -0.04
H -2.721 0.449 1.771 0.01 -0.01 0.02
H 1.878 -0.355 5.443 0.03 0.01 0.00
H 4.028 0.938 5.218 -0.02 0.01 -0.02
H 4.626 1.937 2.980 0.00 -0.02 0.03
H 0.030 3.276 -0.594 -0.02 -0.08 0.00
H 0.314 4.450 -1.897 0.02 -0.01 0.01
H 1.531 4.156 -0.641 0.02 0.01 -0.03
H 0.813 3.504 -3.988 0.00 -0.02 0.01
H 1.872 1.754 -5.385 0.00 0.00 0.00
H 3.101 -0.101 -4.304 0.00 0.01 0.00
H 3.928 -1.188 -2.401 -0.01 -0.01 0.01
H 2.752 -1.192 -1.079 0.05 0.06 -0.03
H 4.202 -0.189 -0.965 0.01 0.00 -0.01
C -0.463 4.178 2.282 -0.06 0.13 -0.02
C -0.508 2.690 2.601 0.35 -0.10 -0.02
C -1.777 2.321 3.353 -0.13 -0.01 0.02
O -0.369 1.976 1.411 -0.29 -0.10 -0.27
H -0.533 4.785 3.190 0.00 -0.03 -0.03
H -1.298 4.438 1.623 0.03 -0.01 0.03
H 0.466 4.425 1.765 -0.02 -0.02 0.02
H 0.341 2.476 3.275 0.03 0.00 -0.01
H -2.649 2.500 2.717 0.02 0.01 0.03
H -1.881 2.926 4.259 0.01 -0.02 -0.02
H -1.768 1.269 3.645 -0.01 0.02 -0.02
O 0.665 -2.919 -1.087 0.20 -0.19 0.20
C 0.121 -1.860 -1.306 -0.44 0.40 -0.32
O 0.278 -0.756 -0.648 -0.05 -0.44 -0.64
C -0.839 -1.716 -2.476 0.21 -0.09 0.28
C -1.503 -2.845 -2.929 -0.18 -0.12 -0.14
C -2.391 -2.752 -3.991 0.09 -0.23 0.18
C -2.567 -1.519 -4.583 -0.45 0.05 -0.56
C -1.906 -0.384 -4.167 0.19 0.21 0.13
C -1.036 -0.488 -3.090 -0.07 0.14 -0.16
N -3.518 -1.411 -5.736 0.41 -0.03 0.56
O -3.655 -0.318 -6.249 -0.07 -0.11 -0.07
O -4.097 -2.421 -6.082 -0.02 0.12 -0.09
H -1.320 -3.789 -2.432 -0.01 0.01 -0.01
H -2.937 -3.609 -4.359 0.02 0.02 0.02
H -2.069 0.555 -4.675 0.01 -0.02 0.02
H -0.491 0.380 -2.739 -0.02 0.00 0.00
```
Forces are in eV/Å.

Properties
2S+1 = 4
HOMO level (alpha / beta) = -5.44 / -5.76 eV
E = -3067.08341 Eh
energy relative to the best compared isomer or geometry (same formula, charge and spin) = 2.6 kcal per mole
charge = -1
HOMO-LUMO gap (alpha / beta) = 7.11 / 7.43 eV